# 1
{"formula": "C35H59ClN3O15P2S", "method": "ωB97M-V/def2-TZVPD", "elements": ["C", "C", "P", "C", "N", "N", "C", "C", "C", "C", "C", "S", "O", "O", "Cl", "C", "P", "N", "C", "C", "C", "O", "C", "O", "C", "C", "O", "H", "H", "H", "H", "H", "H", "H", "H", "H", "H", "H", "H", "H", "H", "H", "H", "H", "H", "H", "H", "H", "H", "H", "H", "H", "H", "H", "H", "H", "O", "C", "O", "C", "C", "C", "H", "H", "H", "H", "H", "H", "O", "C", "O", "C", "C", "C", "H", "H", "H", "H", "H", "H", "O", "C", "O", "C", "C", "C", "H", "H", "H", "H", "H", "H", "O", "C", "O", "C", "C", "C", "H", "H", "H", "H", "H", "H", "O", "C", "O", "C", "C", "C", "H", "H", "H", "H", "H", "H"], "coordinates": [[0.523, -5.886, 1.186], [0.034, -4.914, 0.112], [-1.315, -3.860, 0.791], [-0.944, -3.595, 2.553], [-0.900, -2.219, 0.103], [0.395, -1.882, 0.166], [0.782, -0.732, -0.336], [2.233, -0.400, -0.180], [2.744, -0.748, 1.226], [3.972, 0.113, 1.604], [3.775, 0.860, 2.927], [4.149, -0.051, 4.406], [3.487, 0.573, 5.502], [5.557, -0.263, 4.448], [3.304, -1.896, 4.169], [-0.161, 0.126, -0.948], [0.315, 1.746, -1.699], [-0.710, 2.411, -2.667], [-1.488, -0.239, -0.979], [-1.868, -1.469, -0.407], [-3.311, -1.916, -0.417], [-4.178, -0.915, -0.861], [-4.463, 0.077, 0.099], [-4.617, -0.523, 1.346], [-5.585, 0.074, 2.195], [-6.835, -0.843, 2.365], [-6.641, -2.124, 1.801], [1.056, -6.706, 0.716], [1.210, -5.392, 1.863], [-0.304, -6.325, 1.735], [-0.412, -5.442, -0.723], [0.839, -4.279, -0.248], [0.110, -3.368, 2.712], [-1.530, -2.756, 2.913], [-1.190, -4.496, 3.099], [2.790, -0.988, -0.908], [2.414, 0.643, -0.407], [1.960, -0.590, 1.960], [3.019, -1.793, 1.267], [4.119, 0.870, 0.845], [4.859, -0.511, 1.664], [2.760, 1.237, 3.010], [4.430, 1.724, 3.000], [1.588, 1.500, -2.235], [0.574, 2.531, -0.558], [-1.543, 1.864, -2.838], [-2.240, 0.379, -1.436], [-3.612, -2.337, 0.535], [-3.360, -2.731, -1.140], [-5.374, 0.571, -0.232], [-3.675, 0.839, 0.159], [-5.107, 0.199, 3.163], [-5.864, 1.067, 1.850], [-7.690, -0.360, 1.904], [-6.980, -1.023, 3.423], [-6.757, -2.059, 0.849], [4.753, 1.251, -1.290], [5.943, 1.394, -1.174], [6.806, 0.384, -1.348], [8.153, 0.819, -1.045], [8.121, 2.333, -1.204], [6.683, 2.660, -0.796], [8.389, 0.508, -0.026], [8.838, 0.327, -1.730], [8.880, 2.840, -0.614], [8.274, 2.600, -2.250], [6.583, 2.809, 0.281], [6.274, 3.515, -1.326], [-7.956, 0.264, -0.485], [-8.920, -0.411, -0.719], [-8.836, -1.563, -1.412], [-10.153, -2.113, -1.630], [-11.021, -1.503, -0.538], [-10.361, -0.138, -0.340], [-10.479, -1.828, -2.631], [-10.091, -3.196, -1.575], [-12.074, -1.456, -0.806], [-10.932, -2.090, 0.377], [-10.757, 0.617, -1.021], [-10.425, 0.225, 0.682], [-1.671, 5.026, -8.390], [-2.062, 4.413, -7.446], [-2.357, 5.002, -6.260], [-2.702, 4.010, -5.280], [-3.147, 2.793, -6.083], [-2.283, 2.913, -7.337], [-1.820, 3.805, -4.670], [-3.488, 4.409, -4.641], [-3.023, 1.855, -5.542], [-4.200, 2.889, -6.351], [-1.312, 2.432, -7.217], [-2.770, 2.536, -8.231], [6.443, 1.558, -8.002], [6.126, 1.094, -6.953], [6.123, 1.820, -5.802], [5.799, 0.982, -4.684], [5.051, -0.208, -5.274], [5.702, -0.334, -6.651], [6.729, 0.681, -4.195], [5.196, 1.550, -3.980], [5.121, -1.104, -4.660], [3.995, 0.042, -5.389], [6.596, -0.958, -6.629], [5.022, -0.697, -7.416], [1.734, 0.460, 11.973], [2.282, 0.703, 10.941], [3.632, 0.734, 10.819], [4.005, 1.149, 9.494], [2.795, 0.840, 8.621], [1.643, 1.040, 9.605], [4.236, 2.216, 9.520], [4.897, 0.605, 9.196], [2.739, 1.461, 7.732], [2.830, -0.201, 8.299], [1.303, 2.076, 9.639], [0.799, 0.384, 9.415]], "mulliken_charge": [-1.23, -0.23, -0.11, -1.02, 0.63, -0.74, -0.12, -0.65, -0.87, 0.10, -1.24, 1.03, -0.45, -0.54, -0.20, 0.59, 0.56, -0.62, -0.40, 0.44, -1.56, -0.53, -0.37, -0.34, -0.65, -0.07, -0.61, 0.38, 0.29, 0.34, 0.36, 0.31, 0.21, 0.38, 0.44, 0.26, 0.44, 0.76, 0.39, -0.28, 0.49, 0.48, 0.46, 0.05, 0.11, 0.27, 0.52, 0.77, 0.54, 0.44, 0.33, 0.35, 0.42, -0.08, 0.41, 0.33, -0.75, 0.80, -0.37, -0.50, -0.51, -0.55, 0.34, 0.31, 0.37, 0.27, 0.27, 0.33, -0.57, 0.49, -0.35, -0.46, -0.49, -0.39, 0.28, 0.32, 0.33, 0.27, 0.27, 0.30, -0.55, 0.43, -0.36, -0.34, -0.45, -0.38, 0.24, 0.32, 0.26, 0.28, 0.25, 0.29, -0.55, 0.43, -0.37, 0.05, -0.49, -0.44, 0.01, 0.16, 0.32, 0.30, 0.25, 0.32, -0.56, 0.49, -0.35, -0.46, -0.28, -0.43, 0.27, 0.30, 0.27, 0.21, 0.27, 0.29], "total_energy_ha": -4202.7228, "charge": 1, "e_lumo_ev": -4.6, "multiplicity": 1, "homo_lumo_gap_ev": 6.63, "homo_ha": -0.4137}



# 2
{"formula": "C5H13N2O", "method": "ωB97M-V/def2-TZVPD", "elements": ["N", "C", "C", "N", "C", "C", "C", "O", "H", "H", "H", "H", "H", "H", "H", "H", "H", "H", "H", "H", "H"], "coordinates": [[2.028, 1.246, 0.361], [0.717, 0.857, 0.411], [-0.352, 1.656, 0.344], [-0.427, 3.108, 0.153], [0.551, -0.664, 0.471], [-0.436, -1.195, -0.584], [-1.026, -2.558, -0.285], [-0.136, -3.567, -0.716], [2.683, 0.733, 0.929], [2.390, 2.130, 0.041], [-1.316, 1.195, 0.397], [-1.356, 3.383, -0.180], [-0.390, 3.567, 1.065], [0.306, 3.458, -0.457], [1.531, -1.006, 0.165], [0.222, -1.040, 1.438], [0.014, -1.178, -1.557], [-1.243, -0.516, -0.807], [-1.212, -2.657, 0.785], [-1.980, -2.669, -0.785], [-0.571, -4.285, -1.189]], "mulliken_charge": [-0.47, 0.65, -0.73, -0.22, -0.63, -0.71, -0.58, -0.52, 0.23, 0.15, 0.41, 0.37, 0.37, 0.36, 0.25, 0.34, 0.30, 0.48, 0.25, 0.37, 0.31], "total_energy_ha": -382.7745, "charge": 1, "e_lumo_ev": -3.7, "de_lowest_ev": 2.371, "multiplicity": 1, "homo_lumo_gap_ev": 9.12, "homo_ha": -0.4731}



# 3
{"formula": "C23H29N3O6S", "method": "ωB97M-V/def2-TZVPD", "elements": ["C", "O", "C", "C", "C", "C", "S", "O", "O", "N", "C", "C", "O", "N", "C", "C", "O", "N", "C", "C", "C", "C", "C", "O", "C", "C", "C", "C", "C", "C", "C", "C", "C", "H", "H", "H", "H", "H", "H", "H", "H", "H", "H", "H", "H", "H", "H", "H", "H", "H", "H", "H", "H", "H", "H", "H", "H", "H", "H", "H", "H", "H"], "coordinates": [[-5.507, -0.601, 0.898], [-4.325, -0.735, 1.660], [-3.243, -1.309, 1.088], [-2.121, -1.439, 1.915], [-0.979, -2.053, 1.448], [-0.947, -2.533, 0.151], [0.500, -3.403, -0.431], [1.279, -3.797, 0.707], [0.099, -4.390, -1.387], [1.434, -2.291, -1.264], [2.010, -1.257, -0.447], [1.202, 0.028, -0.524], [0.230, 0.114, -1.267], [1.632, 1.073, 0.205], [1.078, 2.387, -0.068], [-0.172, 2.732, 0.756], [-0.197, 3.686, 1.508], [-1.203, 1.902, 0.543], [-2.522, 2.173, 1.058], [-3.509, 2.493, -0.079], [-3.017, 3.614, -1.007], [-2.485, 2.857, -2.225], [-3.375, 1.617, -2.238], [-3.687, 1.333, -0.886], [2.688, 0.983, 1.189], [4.085, 0.974, 0.607], [5.141, 0.538, 1.397], [6.433, 0.536, 0.905], [6.685, 0.968, -0.387], [5.637, 1.403, -1.180], [4.344, 1.408, -0.685], [-2.034, -2.389, -0.685], [-3.186, -1.777, -0.224], [-5.891, -1.578, 0.591], [-5.334, 0.026, 0.022], [-6.226, -0.123, 1.560], [-2.182, -1.068, 2.926], [-0.120, -2.198, 2.083], [0.934, -1.922, -2.062], [2.062, -1.656, 0.568], [3.034, -1.050, -0.784], [1.838, 3.145, 0.134], [0.803, 2.425, -1.127], [-1.116, 1.159, -0.140], [-2.892, 1.306, 1.610], [-2.443, 3.029, 1.731], [-4.474, 2.747, 0.381], [-2.258, 4.226, -0.525], [-3.850, 4.254, -1.295], [-2.567, 3.430, -3.146], [-1.446, 2.567, -2.080], [-2.884, 0.738, -2.660], [-4.305, 1.811, -2.792], [2.545, 0.086, 1.798], [2.583, 1.845, 1.857], [4.947, 0.197, 2.404], [7.245, 0.194, 1.528], [7.692, 0.965, -0.774], [5.825, 1.740, -2.189], [3.535, 1.745, -1.317], [-1.975, -2.783, -1.687], [-4.030, -1.671, -0.885]], "mulliken_charge": [-0.81, -0.45, 0.31, -0.37, -0.06, -0.10, 1.24, -0.70, -0.73, -0.34, -1.21, 1.03, -0.77, 0.58, -1.33, 0.55, -0.70, 0.47, -1.37, 0.37, -0.97, 0.05, -0.71, -0.32, -1.79, 1.04, -0.70, -0.60, -0.44, -0.80, 0.02, -0.62, -0.63, 0.38, 0.27, 0.24, 0.49, 0.53, 0.39, 0.54, 0.33, 0.57, 0.51, -0.13, 0.15, 0.58, 0.47, 0.37, 0.32, 0.51, -0.33, 0.32, 0.36, 0.55, 0.66, 0.40, 0.39, 0.39, 0.40, 0.31, 0.42, 0.45], "total_energy_ha": -1907.7594, "e_lumo_ev": 0.6, "de_lowest_ev": 1.042, "multiplicity": 1, "homo_lumo_gap_ev": 9.47, "homo_ha": -0.3263}



# 4
{"formula": "C10H15N3OPRu", "method": "ωB97M-V/def2-TZVPD", "elements": ["C", "C", "C", "C", "C", "Ru", "P", "H", "H", "H", "H", "H", "H", "H", "H", "C", "N", "C", "C", "C", "N", "C", "O", "N", "H", "H", "H", "H", "H", "H", "H"], "coordinates": [[1.353, 0.243, -2.825], [0.128, 0.633, -3.536], [-0.747, -0.528, -3.575], [-0.233, -1.449, -2.568], [1.112, -0.981, -2.216], [-0.497, 0.363, -1.663], [0.292, 2.308, -0.698], [2.248, 0.862, -2.733], [0.016, 1.493, -4.157], [-1.606, -0.676, -4.237], [1.786, -1.549, -1.568], [-0.695, -2.393, -2.299], [-0.524, 3.130, 0.111], [0.795, 3.355, -1.514], [1.440, 2.225, 0.153], [1.630, -1.731, 3.017], [0.534, -0.962, 2.455], [-0.477, -0.509, 3.256], [-1.522, 0.180, 2.709], [-1.529, 0.300, 1.301], [-0.488, -0.091, 0.531], [0.674, -0.540, 1.127], [1.775, -0.567, 0.563], [-2.552, 0.839, 0.610], [1.431, -1.890, 4.079], [2.589, -1.214, 2.891], [1.702, -2.704, 2.513], [-0.371, -0.746, 4.304], [-2.329, 0.603, 3.307], [-3.390, 1.157, 1.081], [-2.548, 0.838, -0.420]], "lowdin_spin": [0.05, 0.04, 0.06, 0.05, 0.05, 1.51, 0.06, 0.00, 0.01, 0.01, 0.00, 0.00, 0.01, 0.00, 0.00, 0.02, 0.31, 0.48, 0.50, 0.21, 0.12, 0.03, 0.12, 0.21, 0.00, 0.01, 0.01, 0.03, 0.01, 0.00, 0.06], "total_energy_ha": -1065.4065, "charge": 1, "e_lumo_ev": [-2.4, -6.6], "de_lowest_ev": 0.000, "multiplicity": 5, "homo_lumo_gap_ev": [6.63, 5.75], "homo_ha": [-0.3315, -0.4529]}



Please write out number 4 again, unchanged.
{"formula": "C10H15N3OPRu", "method": "ωB97M-V/def2-TZVPD", "elements": ["C", "C", "C", "C", "C", "Ru", "P", "H", "H", "H", "H", "H", "H", "H", "H", "C", "N", "C", "C", "C", "N", "C", "O", "N", "H", "H", "H", "H", "H", "H", "H"], "coordinates": [[1.353, 0.243, -2.825], [0.128, 0.633, -3.536], [-0.747, -0.528, -3.575], [-0.233, -1.449, -2.568], [1.112, -0.981, -2.216], [-0.497, 0.363, -1.663], [0.292, 2.308, -0.698], [2.248, 0.862, -2.733], [0.016, 1.493, -4.157], [-1.606, -0.676, -4.237], [1.786, -1.549, -1.568], [-0.695, -2.393, -2.299], [-0.524, 3.130, 0.111], [0.795, 3.355, -1.514], [1.440, 2.225, 0.153], [1.630, -1.731, 3.017], [0.534, -0.962, 2.455], [-0.477, -0.509, 3.256], [-1.522, 0.180, 2.709], [-1.529, 0.300, 1.301], [-0.488, -0.091, 0.531], [0.674, -0.540, 1.127], [1.775, -0.567, 0.563], [-2.552, 0.839, 0.610], [1.431, -1.890, 4.079], [2.589, -1.214, 2.891], [1.702, -2.704, 2.513], [-0.371, -0.746, 4.304], [-2.329, 0.603, 3.307], [-3.390, 1.157, 1.081], [-2.548, 0.838, -0.420]], "lowdin_spin": [0.05, 0.04, 0.06, 0.05, 0.05, 1.51, 0.06, 0.00, 0.01, 0.01, 0.00, 0.00, 0.01, 0.00, 0.00, 0.02, 0.31, 0.48, 0.50, 0.21, 0.12, 0.03, 0.12, 0.21, 0.00, 0.01, 0.01, 0.03, 0.01, 0.00, 0.06], "total_energy_ha": -1065.4065, "charge": 1, "e_lumo_ev": [-2.4, -6.6], "de_lowest_ev": 0.000, "multiplicity": 5, "homo_lumo_gap_ev": [6.63, 5.75], "homo_ha": [-0.3315, -0.4529]}



Look up the multiplicity of the third one. 1



Repeat the third record exactly.
{"formula": "C23H29N3O6S", "method": "ωB97M-V/def2-TZVPD", "elements": ["C", "O", "C", "C", "C", "C", "S", "O", "O", "N", "C", "C", "O", "N", "C", "C", "O", "N", "C", "C", "C", "C", "C", "O", "C", "C", "C", "C", "C", "C", "C", "C", "C", "H", "H", "H", "H", "H", "H", "H", "H", "H", "H", "H", "H", "H", "H", "H", "H", "H", "H", "H", "H", "H", "H", "H", "H", "H", "H", "H", "H", "H"], "coordinates": [[-5.507, -0.601, 0.898], [-4.325, -0.735, 1.660], [-3.243, -1.309, 1.088], [-2.121, -1.439, 1.915], [-0.979, -2.053, 1.448], [-0.947, -2.533, 0.151], [0.500, -3.403, -0.431], [1.279, -3.797, 0.707], [0.099, -4.390, -1.387], [1.434, -2.291, -1.264], [2.010, -1.257, -0.447], [1.202, 0.028, -0.524], [0.230, 0.114, -1.267], [1.632, 1.073, 0.205], [1.078, 2.387, -0.068], [-0.172, 2.732, 0.756], [-0.197, 3.686, 1.508], [-1.203, 1.902, 0.543], [-2.522, 2.173, 1.058], [-3.509, 2.493, -0.079], [-3.017, 3.614, -1.007], [-2.485, 2.857, -2.225], [-3.375, 1.617, -2.238], [-3.687, 1.333, -0.886], [2.688, 0.983, 1.189], [4.085, 0.974, 0.607], [5.141, 0.538, 1.397], [6.433, 0.536, 0.905], [6.685, 0.968, -0.387], [5.637, 1.403, -1.180], [4.344, 1.408, -0.685], [-2.034, -2.389, -0.685], [-3.186, -1.777, -0.224], [-5.891, -1.578, 0.591], [-5.334, 0.026, 0.022], [-6.226, -0.123, 1.560], [-2.182, -1.068, 2.926], [-0.120, -2.198, 2.083], [0.934, -1.922, -2.062], [2.062, -1.656, 0.568], [3.034, -1.050, -0.784], [1.838, 3.145, 0.134], [0.803, 2.425, -1.127], [-1.116, 1.159, -0.140], [-2.892, 1.306, 1.610], [-2.443, 3.029, 1.731], [-4.474, 2.747, 0.381], [-2.258, 4.226, -0.525], [-3.850, 4.254, -1.295], [-2.567, 3.430, -3.146], [-1.446, 2.567, -2.080], [-2.884, 0.738, -2.660], [-4.305, 1.811, -2.792], [2.545, 0.086, 1.798], [2.583, 1.845, 1.857], [4.947, 0.197, 2.404], [7.245, 0.194, 1.528], [7.692, 0.965, -0.774], [5.825, 1.740, -2.189], [3.535, 1.745, -1.317], [-1.975, -2.783, -1.687], [-4.030, -1.671, -0.885]], "mulliken_charge": [-0.81, -0.45, 0.31, -0.37, -0.06, -0.10, 1.24, -0.70, -0.73, -0.34, -1.21, 1.03, -0.77, 0.58, -1.33, 0.55, -0.70, 0.47, -1.37, 0.37, -0.97, 0.05, -0.71, -0.32, -1.79, 1.04, -0.70, -0.60, -0.44, -0.80, 0.02, -0.62, -0.63, 0.38, 0.27, 0.24, 0.49, 0.53, 0.39, 0.54, 0.33, 0.57, 0.51, -0.13, 0.15, 0.58, 0.47, 0.37, 0.32, 0.51, -0.33, 0.32, 0.36, 0.55, 0.66, 0.40, 0.39, 0.39, 0.40, 0.31, 0.42, 0.45], "total_energy_ha": -1907.7594, "e_lumo_ev": 0.6, "de_lowest_ev": 1.042, "multiplicity": 1, "homo_lumo_gap_ev": 9.47, "homo_ha": -0.3263}



multiplicity of number 4 (C10H15N3OPRu)? 5